(1)
Entry from OMol25: a cluster of 14 separate species, H27O14 in total at a distorted geometry (ωB97M-V/def2-TZVPD).

Output
ΔE to the lowest compared entry with this formula, charge and spin = 321.6 kJ/mol
⟨S²⟩ = 0.76
net charge = 0
2S+1 = 2
Kohn-Sham gap (spin up / spin down) = 9.303 / 4.861 eV

Each line ends with the natural charge from an NBO analysis.
Cartesian coordinates (Å):
O  -3.0526  0.9889  1.5679  -0.9647
H  -2.2706  -1.5413  -0.7936  0.4490
O  -1.0497  -1.1058  -1.2971  -0.6386
H  -3.9677  1.3618  1.6262  0.4950
H  -0.5638  -2.4523  -3.7439  0.4637
O  -0.2462  1.7289  2.4579  -0.9254
H  -1.8194  -1.6853  -2.9873  0.4773
H  2.4686  -4.0820  0.0726  0.4827
O  2.1094  -3.2714  0.2617  -0.9518
H  -1.7424  -4.8029  1.2714  0.4821
H  1.1826  -3.3140  0.6252  0.4749
O  -1.0477  -4.9276  0.6796  -0.9299
H  4.9781  -2.0170  -0.6442  0.4688
H  0.1959  -0.3252  -0.4565  0.4558
O  1.1476  -0.1337  -0.3915  -0.9200
H  -3.9110  -1.0717  -1.1425  0.4673
H  -1.3065  4.5137  0.9569  0.4605
O  4.1645  -1.4566  -0.7914  -0.9641
H  -1.4440  1.0995  4.3250  0.4496
H  1.5663  -0.3016  -1.1600  0.4856
O  -1.4909  -1.9178  -3.8403  -0.9442
H  -0.0904  0.7951  2.2362  0.4722
H  1.4146  -1.1453  -3.2018  0.4701
O  -2.0501  1.7898  4.1703  -0.9460
H  -2.1064  1.6738  3.2002  0.4853
H  -0.4105  2.0362  1.5052  0.4563
O  1.8348  4.0993  2.8012  -0.9467
H  1.0088  3.6443  2.9454  0.4797
H  1.8207  4.4959  1.9453  0.4667
O  -1.4869  4.1336  0.1352  -0.8950
H  3.4628  -1.8486  -0.2607  0.4899
H  0.8486  0.2783  -3.4281  0.4884
O  -3.3883  -1.7149  -0.8801  -0.7576
H  3.7888  2.3337  -1.4727  0.4819
H  -1.1610  3.3250  0.3448  0.4366
O  1.6572  -0.2123  -3.1542  -0.9451
H  -0.6950  -4.0825  0.2801  0.4496
H  -3.0368  0.3334  0.8579  0.4756
O  2.9145  2.3747  -1.7730  -0.9764
H  -0.6715  -1.7893  -0.7537  0.4488
H  2.3367  1.5681  -1.7170  0.4924

=====

(2)
Entry from OMol25: a cluster of 14 separate species, H28O14 in total at a distorted geometry (ωB97M-V/def2-TZVPD).

Output
ΔE to the lowest compared entry with this formula, charge and spin = 444.6 kJ/mol
net charge = 0
Kohn-Sham gap = 10.402 eV

Each line ends with the natural charge from an NBO analysis.
Cartesian coordinates (Å):
H  -0.5823  0.5914  0.3225  0.4854
H  0.0079  -0.8045  0.2077  0.4534
H  -3.1023  0.6179  -2.5161  0.4830
H  -4.3983  1.4056  -2.4168  0.4596
H  1.4259  0.8210  0.5448  0.4537
H  0.6766  1.0117  -0.7638  0.4635
H  3.5796  -2.3345  -0.8552  0.4667
H  5.0327  -2.3943  -1.2965  0.4745
H  -1.9909  -1.4350  2.1452  0.4585
H  -0.8552  -1.8189  1.2108  0.4675
H  4.6563  0.8592  -2.2636  0.4537
H  3.2738  0.4327  -1.7978  0.4714
H  -4.9147  1.0753  0.7311  0.4631
H  -5.8083  0.8054  -0.4684  0.4577
H  -0.2729  3.5341  0.2336  0.4684
H  -0.2507  5.0356  0.4680  0.4658
H  2.7663  0.3689  2.5641  0.4616
H  2.3067  -1.0487  2.2655  0.4716
H  -3.8098  -1.9615  1.2533  0.4565
H  -4.6682  -2.7187  0.2533  0.4638
H  0.8742  1.9798  2.4952  0.4720
H  -0.3806  1.3618  3.0898  0.4931
H  -2.4198  -1.7838  -2.3712  0.4724
H  -1.1946  -1.8839  -1.4773  0.4652
H  2.7185  -4.5807  -0.2006  0.4790
H  1.6900  -3.8737  -1.0680  0.4694
H  2.2481  3.2520  0.5969  0.4567
H  3.7457  3.2522  0.3373  0.4556
O  -0.8334  -0.3370  0.2595  -0.9330
O  -3.5865  1.3399  -2.9322  -0.9437
O  1.5522  1.0971  -0.3700  -0.9183
O  4.1517  -2.7009  -1.5389  -0.9423
O  -1.1534  -1.9116  2.1227  -0.9355
O  3.7565  1.1870  -2.1543  -0.9255
O  -5.2366  0.3620  0.1684  -0.9206
O  -0.0467  4.3670  -0.1955  -0.9327
O  2.3506  -0.3976  2.9748  -0.9306
O  -4.3554  -1.8330  0.4692  -0.9211
O  -0.0484  1.7886  2.2920  -0.9622
O  -1.6193  -1.3079  -2.1230  -0.9367
O  1.7969  -4.2987  -0.2095  -0.9466
O  2.9183  2.8789  0.0132  -0.9140